Density functional theory data (wB97M-V/def2-TZVPD) for a molecular structure, C33H35Br2IrO3Si.

Structure (XYZ):
```
75
Properties=species:S:1:pos:R:3:mulliken_charge:R:1
Ir -0.3820 -0.8861 1.3050 2.03
C -4.3305 -6.9053 -0.3771 -2.15
C -2.8502 -7.2367 -0.1877 1.74
C -2.7160 -8.2624 0.9507 -1.55
C -2.3095 -7.8409 -1.4945 -1.56
C -2.0238 -6.0113 0.1635 -0.29
C -2.6047 -4.7361 0.3070 0.05
C -1.7997 -3.6879 0.6171 0.08
Br -2.5306 -1.9505 0.8730 -0.14
C -0.3908 -3.7955 0.8001 1.15
O 0.3071 -2.7618 1.0857 -1.89
C 0.2086 -5.1057 0.6850 -0.63
C -0.6424 -6.1410 0.3632 -0.75
C 1.7035 -5.3980 0.8442 2.27
C 2.2434 -5.7453 -0.5550 -1.38
C 1.8808 -6.6148 1.7690 -1.80
C 2.5537 -4.2599 1.4233 -1.93
H -4.8705 -7.8174 -0.6295 0.42
H -4.4893 -6.1967 -1.1925 0.43
H -4.7793 -6.5037 0.5336 0.42
H -3.3053 -9.1477 0.7091 0.46
H -3.0858 -7.8547 1.8928 0.37
H -1.6833 -8.5796 1.0971 0.34
H -2.9009 -8.7190 -1.7559 0.46
H -1.2703 -8.1571 -1.4026 0.33
H -2.3797 -7.1269 -2.3167 0.37
H -3.6678 -4.5936 0.1800 0.64
H -0.2186 -7.1279 0.2482 0.41
H 1.7305 -6.6084 -0.9828 0.33
H 3.3066 -5.9807 -0.4836 0.45
H 2.1293 -4.9015 -1.2347 0.14
H 1.4239 -7.5224 1.3759 0.33
H 1.4648 -6.4194 2.7587 0.41
H 2.9456 -6.8162 1.8850 0.48
H 2.6307 -3.4096 0.7502 0.16
H 3.5598 -4.6496 1.5846 0.57
H 2.1745 -3.9117 2.3845 0.41
C -2.0136 3.4248 -2.4534 -0.46
C -2.5423 2.1996 -2.8283 -0.63
C -1.9643 1.0262 -2.3637 -0.29
C -0.8493 1.0615 -1.5225 0.67
C -0.3364 2.3065 -1.1479 0.04
C -0.9095 3.4784 -1.6112 -0.85
Si -0.1056 -0.5501 -0.9880 0.34
C 1.7042 -0.8046 -1.3131 0.31
C 2.0992 -1.9482 -2.0115 -0.38
C 3.4393 -2.2004 -2.2685 -0.55
C 4.4069 -1.3131 -1.8207 -0.54
C 4.0334 -0.1707 -1.1252 -0.79
C 2.6936 0.0819 -0.8758 0.18
H -2.4603 4.3411 -2.8162 0.39
H -3.4009 2.1560 -3.4853 0.39
H -2.3821 0.0737 -2.6706 0.35
H 0.5223 2.3696 -0.4882 0.17
H -0.4969 4.4351 -1.3187 0.43
H -0.8423 -1.6531 -1.6629 -0.38
H 1.3483 -2.6395 -2.3812 0.37
H 3.7282 -3.0841 -2.8236 0.42
H 5.4530 -1.5063 -2.0195 0.42
H 4.7880 0.5250 -0.7825 0.46
H 2.4234 0.9784 -0.3299 0.12
Br 4.9376 3.7178 3.7616 -0.16
C 3.0886 3.6369 3.3952 -0.21
C 2.2967 4.7579 3.6051 -0.31
C 0.9363 4.7052 3.3337 -0.75
C 0.3652 3.5391 2.8542 -0.48
C 1.1729 2.4232 2.6536 0.33
C 2.5397 2.4618 2.9193 -0.29
C 0.5871 1.1892 2.1338 0.84
O 1.2812 0.1325 1.9163 -0.68
O -0.6489 1.0818 1.8338 -0.62
H 2.7452 5.6679 3.9792 0.42
H 0.3253 5.5819 3.4985 0.41
H -0.6917 3.4818 2.6332 0.50
H 3.1516 1.5859 2.7547 0.61
```

Values from the calculation:
Orbital gap (spin up / spin down) in hartree: 0.3126 / 0.2076
Energy above the lowest of the compared OMol25 structures with the same formula, charge and spin in kcal per mole: 0.0
Energy in Eh: -7045.88198
Multiplicity: 2
Total charge: +1


Density functional theory data (wB97M-V/def2-TZVPD) for a single C6H12N2 molecule in a non-equilibrium geometry.

Structure (XYZ):
```
20
Properties=species:S:1:pos:R:3:nbo_charge:R:1
C -0.4424 -1.9274 0.3605 -0.56
C -0.2265 -0.6489 0.4022 0.19
C 1.1241 0.0353 0.5996 -0.29
C 2.1698 -0.5220 -0.3577 -0.59
C 0.7874 1.4777 0.0630 -0.23
N -0.6768 1.6844 0.4416 -0.45
N -1.1840 0.3315 0.2539 -0.30
C -2.4600 0.1890 -0.3565 -0.41
H -1.5573 -2.2024 0.4383 0.20
H 0.2774 -2.7154 0.2776 0.22
H 1.5722 0.0526 1.5600 0.22
H 1.6202 -0.6341 -1.2683 0.21
H 2.6203 -1.5337 0.0548 0.21
H 3.0189 0.1590 -0.5603 0.21
H 1.4867 2.2226 0.7140 0.20
H 0.9665 1.7508 -1.0034 0.21
H -0.8277 1.9203 1.4011 0.35
H -3.2504 0.4378 0.3597 0.19
H -2.6623 1.0728 -1.1165 0.20
H -2.4576 -0.8478 -0.7744 0.22
```

Values from the calculation:
Orbital gap in hartree: 0.3193
Energy above the lowest of the compared OMol25 structures with the same formula, charge and spin in kcal per mole: 66.4
Energy in Eh: -345.22210
Multiplicity: 1


> Which value of multiplicity does entry 1 give?

2


> energy of number 1 (C33H35Br2IrO3Si)?

-7045.88198 Eh